Entry from the OMol25 dataset: C50H56N3O4S2 as an isolated structure (wB97M-V/def2-TZVPD).

Element x y z (Å)
N -2.9059 2.6453 -3.6307
C -3.9041 1.8386 -2.9566
C -4.4214 2.5248 -1.7037
S -3.2659 2.5935 -0.3195
O -4.0714 2.3285 0.8572
O -2.2172 1.6440 -0.6337
N -2.7702 4.0878 -0.1945
S -1.9156 4.8284 -1.3032
N -1.5153 6.1913 -0.4038
O -0.6431 4.2501 -1.6563
O -2.7536 5.2530 -2.4158
H -3.2541 3.5390 -3.9475
H -2.4484 2.1519 -4.3814
H -4.7839 1.5898 -3.5752
H -3.4295 0.8984 -2.6709
H -4.7640 3.5404 -1.9095
H -5.2645 1.9537 -1.3068
H -0.9211 6.7420 -1.0160
H -2.3563 6.7131 -0.1853
C 1.0394 -2.4565 0.3099
C 0.3347 -1.3108 -0.0319
C -1.0475 -1.2698 0.0908
C -1.7254 -2.3905 0.5539
C -1.0238 -3.5421 0.8922
C 0.3596 -3.5754 0.7717
H 2.1188 -2.4699 0.2177
H 0.8618 -0.4353 -0.3899
H -1.5811 -0.3645 -0.1713
H -2.8034 -2.3543 0.6590
H -1.5522 -4.4142 1.2630
H 0.9071 -4.4678 1.0513
C -4.6469 -5.1553 1.8530
C -5.5661 -6.0563 2.3733
C -6.1919 -6.9712 1.5374
C -5.8981 -6.9863 0.1804
C -4.9839 -6.0806 -0.3405
C -4.3581 -5.1668 0.4955
H -4.1561 -4.4423 2.5037
H -5.7931 -6.0464 3.4317
H -6.9078 -7.6742 1.9442
H -6.3810 -7.7044 -0.4708
H -4.7474 -6.0956 -1.3971
H -3.6414 -4.4669 0.0865
C 2.0584 10.4040 -1.6351
C 3.0740 9.9948 -0.7821
C 3.2431 8.6453 -0.4997
C 2.4014 7.7036 -1.0752
C 1.3893 8.1140 -1.9319
C 1.2136 9.4627 -2.2083
H 1.9247 11.4562 -1.8528
H 3.7326 10.7283 -0.3340
H 4.0310 8.3270 0.1711
H 2.5283 6.6504 -0.8612
H 0.7433 7.3747 -2.3906
H 0.4206 9.7790 -2.8744
C 1.5735 -4.5851 6.3755
C 0.8446 -3.6562 5.6443
C 0.2071 -4.0409 4.4738
C 0.3062 -5.3519 4.0312
C 1.0431 -6.2800 4.7531
C 1.6738 -5.8965 5.9297
H 2.0696 -4.2844 7.2899
H 0.7681 -2.6331 5.9912
H -0.3587 -3.3192 3.8979
H -0.1895 -5.6446 3.1139
H 1.1247 -7.3005 4.4007
H 2.2481 -6.6187 6.4964
C 3.7205 7.7792 -4.7388
C 2.7260 7.7952 -5.7063
C 3.0256 7.4517 -7.0174
C 4.3211 7.0912 -7.3619
C 5.3165 7.0734 -6.3943
C 5.0156 7.4175 -5.0835
H 3.4826 8.0442 -3.7168
H 1.7144 8.0680 -5.4334
H 2.2475 7.4600 -7.7701
H 4.5539 6.8189 -8.3837
H 6.3260 6.7868 -6.6615
H 5.7903 7.4010 -4.3273
C -0.1790 1.7482 8.3493
C -1.1647 1.7650 7.3717
C -0.9682 1.0916 6.1741
C 0.2160 0.4016 5.9555
C 1.2029 0.3855 6.9316
C 1.0054 1.0586 8.1296
H -0.3329 2.2759 9.2821
H -2.0866 2.3063 7.5412
H -1.7323 1.1097 5.4080
H 0.3700 -0.1196 5.0188
H 2.1276 -0.1507 6.7568
H 1.7761 1.0490 8.8901
C 0.0113 -8.8542 -2.0694
C -0.6106 -10.0233 -2.4866
C -1.9479 -10.2438 -2.1862
C -2.6630 -9.2943 -1.4690
C -2.0412 -8.1259 -1.0519
C -0.7036 -7.9054 -1.3514
H 1.0534 -8.6811 -2.3060
H -0.0530 -10.7622 -3.0484
H -2.4325 -11.1560 -2.5111
H -3.7064 -9.4626 -1.2328
H -2.6001 -7.3871 -0.4926
H -0.2215 -6.9912 -1.0284
C 3.9880 0.4653 -2.7154
C 3.6488 0.4891 -1.3698
C 4.1934 -0.4479 -0.5019
C 5.0760 -1.4080 -0.9776
C 5.4174 -1.4292 -2.3229
C 4.8729 -0.4928 -3.1912
H 3.5566 1.1912 -3.3923
H 2.9539 1.2327 -1.0008
H 3.9190 -0.4339 0.5455
H 5.4946 -2.1419 -0.3001
H 6.1048 -2.1784 -2.6956
H 5.1339 -0.5129 -4.2418

Computed properties:
Charge: -1
HOMO (eV): -5.69
Electronic energy (eV): -87090.394
Orbital gap (hartree): 0.289
LUMO level (eV): 2.17
Largest force on an atom (eV/A): 0.40